{"formula": "C28H25Br2N4OSe2Sr", "method": "wB97M-V/def2-TZVPD", "elements": ["Sr", "C", "C", "C", "C", "N", "C", "C", "C", "C", "C", "C", "N", "C", "C", "C", "C", "C", "N", "H", "H", "H", "H", "H", "H", "H", "H", "H", "H", "H", "Br", "C", "C", "C", "Br", "C", "C", "C", "C", "N", "C", "C", "O", "H", "H", "H", "H", "C", "Se", "C", "C", "Se", "C", "H", "H", "H", "H", "H", "H", "H", "H", "H", "H"], "positions_angstrom": [[0.50561, -0.18799, -0.21938], [-0.39251, -0.13500, -4.95935], [-1.76798, -0.25861, -5.05892], [-2.50146, -0.48966, -3.90717], [-1.84932, -0.59540, -2.67718], [-0.51937, -0.46283, -2.58865], [0.17343, -0.24277, -3.70213], [-2.61088, -0.84800, -1.42814], [-3.95136, -1.23509, -1.47124], [-4.63210, -1.43806, -0.28625], [-3.96896, -1.25257, 0.91123], [-2.62699, -0.87731, 0.88744], [-1.98011, -0.68348, -0.26436], [-1.86889, -0.67323, 2.14519], [-2.51759, -0.45210, 3.35864], [-1.76218, -0.26586, 4.50524], [-0.38136, -0.29766, 4.41410], [0.18686, -0.50721, 3.16886], [-0.53393, -0.69672, 2.06645], [0.22545, 0.04978, -5.82568], [-2.26447, -0.17001, -6.01530], [-3.57458, -0.56417, -3.97722], [1.24722, -0.13481, -3.57816], [-4.45761, -1.40058, -2.40801], [-5.66819, -1.74733, -0.29817], [-4.48087, -1.42853, 1.84440], [-3.59379, -0.39414, 3.41558], [-2.24757, -0.08369, 5.45422], [0.24533, -0.14193, 5.28019], [1.26325, -0.49104, 3.03788], [3.65753, 2.34562, 3.11892], [2.39084, 3.22614, 2.02082], [2.19695, 4.60044, 2.15893], [1.27716, 5.24837, 1.37694], [1.05070, 7.12390, 1.58733], [0.50081, 4.53447, 0.43703], [-0.47856, 5.11623, -0.39410], [-1.19450, 4.32769, -1.25640], [-0.93893, 2.95061, -1.28476], [-0.02924, 2.37044, -0.53213], [0.70428, 3.13193, 0.31577], [1.69791, 2.43952, 1.09967], [1.88986, 1.17650, 0.94549], [2.78032, 5.14803, 2.88584], [-0.65285, 6.18152, -0.33729], [-1.94964, 4.74887, -1.90469], [-1.50681, 2.30678, -1.95047], [4.64580, -1.66819, 0.47195], [3.43557, -1.17862, -0.97218], [3.14081, -2.93617, -1.79011], [2.47025, -3.97596, -0.90952], [0.66276, -3.48904, -0.30290], [0.94275, -3.78323, 1.60271], [5.60120, -1.97009, 0.05187], [4.22864, -2.46136, 1.08691], [4.77219, -0.77106, 1.07413], [4.10474, -3.31537, -2.13102], [2.53836, -2.73137, -2.67687], [3.05098, -4.16879, -0.00839], [2.38438, -4.91344, -1.45793], [1.23568, -4.81630, 1.76838], [-0.00471, -3.59203, 2.10052], [1.69972, -3.10002, 1.98145]], "atomic_forces_ev_per_a": [[0.60, -0.34, -0.25], [-0.09, -0.02, -0.01], [0.10, 0.00, 0.11], [0.06, 0.03, 0.09], [-0.02, 0.04, -0.58], [-0.32, -0.06, -0.13], [0.29, 0.07, -0.04], [-0.62, -0.13, 0.22], [0.16, -0.01, -0.04], [0.08, 0.03, 0.01], [0.11, -0.04, 0.04], [-0.52, -0.08, -0.21], [-0.20, -0.04, 0.00], [0.00, 0.05, 0.58], [0.05, 0.00, -0.10], [0.07, -0.01, -0.06], [-0.02, 0.00, 0.01], [0.09, 0.07, 0.09], [-0.20, -0.01, 0.02], [0.02, 0.00, 0.01], [-0.02, 0.00, 0.00], [-0.03, 0.00, 0.02], [-0.01, 0.00, -0.02], [0.00, -0.01, -0.03], [0.00, 0.00, 0.01], [0.01, -0.01, 0.02], [-0.02, 0.00, -0.03], [-0.02, 0.00, 0.00], [0.02, 0.00, -0.01], [0.00, 0.02, 0.01], [-0.01, 0.07, 0.01], [-0.03, -0.45, -0.18], [-0.18, 0.23, -0.12], [0.15, 0.12, 0.18], [0.02, -0.13, -0.01], [0.01, -0.17, -0.02], [-0.08, -0.16, -0.11], [0.05, 0.16, 0.08], [0.04, -0.03, 0.05], [-0.23, -0.07, -0.30], [0.10, 0.41, 0.20], [0.23, 0.28, 0.37], [0.34, 0.23, 0.31], [-0.01, 0.02, -0.01], [-0.02, 0.01, -0.01], [0.00, 0.01, 0.00], [0.01, -0.01, 0.00], [-0.08, 0.03, -0.04], [0.13, -0.24, -0.19], [0.06, 0.10, 0.11], [-0.08, 0.08, 0.05], [0.08, -0.14, -0.02], [-0.01, 0.01, -0.05], [-0.02, 0.00, 0.00], [-0.03, 0.02, -0.01], [-0.03, 0.01, -0.01], [-0.01, 0.02, -0.02], [0.03, 0.02, 0.00], [-0.01, 0.00, -0.01], [0.00, 0.00, 0.03], [0.01, 0.01, 0.00], [0.00, 0.01, 0.00], [0.00, -0.01, 0.02]], "lowdin_charge": [1.240, -0.029, -0.026, 0.007, -0.218, 0.007, -0.118, -0.200, 0.014, -0.015, 0.015, -0.195, 0.057, -0.212, 0.007, -0.027, -0.020, -0.113, 0.006, 0.117, 0.121, 0.109, 0.116, 0.110, 0.124, 0.114, 0.112, 0.120, 0.119, 0.114, 0.763, -0.599, -0.167, -0.626, 0.774, -0.186, -0.019, -0.041, -0.137, 0.021, -0.151, -0.454, -0.377, 0.099, 0.081, 0.108, 0.101, -0.351, 0.895, -0.551, -0.534, 0.885, -0.388, 0.033, 0.018, 0.026, 0.074, 0.054, 0.058, 0.068, 0.033, 0.017, 0.020], "total_charge": 1}

{"formula": "C28H25Cl3F5IMnN2PS", "method": "wB97M-V/def2-TZVPD", "elements": ["Mn", "S", "C", "C", "C", "C", "C", "C", "N", "C", "C", "C", "C", "C", "C", "C", "H", "H", "H", "H", "H", "H", "H", "H", "Cl", "C", "Cl", "Cl", "C", "N", "F", "C", "C", "C", "F", "C", "F", "C", "F", "C", "F", "C", "C", "P", "C", "C", "C", "C", "H", "H", "H", "H", "H", "H", "H", "H", "H", "H", "H", "H", "H", "H", "H", "I", "C", "H", "H"], "positions_angstrom": [[-0.23162, -0.75502, -0.97780], [-0.54009, -3.64580, 2.53701], [-2.09849, -2.88016, 2.46155], [-3.21587, -3.10469, 3.25725], [-4.37685, -2.41759, 2.95669], [-4.42208, -1.53168, 1.87585], [-3.30805, -1.29753, 1.09490], [-2.12362, -1.96806, 1.40003], [-0.92020, -1.86969, 0.71498], [-0.03651, -2.71017, 1.16056], [1.21562, -2.86913, 0.43750], [2.22427, -3.73326, 0.86344], [3.35051, -3.89389, 0.07837], [3.44104, -3.19312, -1.12218], [2.43361, -2.32432, -1.51975], [1.28070, -2.11981, -0.75416], [-3.18088, -3.80842, 4.07881], [-5.26387, -2.58036, 3.55536], [-5.34712, -1.02429, 1.63470], [-3.35299, -0.62447, 0.25085], [2.12573, -4.28024, 1.79607], [4.14496, -4.56152, 0.38784], [4.31520, -3.32183, -1.75136], [2.55750, -1.78702, -2.45171], [-5.05104, -0.45952, -2.01866], [-3.96701, -1.98280, -2.79776], [-4.78742, -3.42962, -2.21168], [-4.11081, -1.79607, -4.53816], [-2.63424, -1.91287, -2.36405], [-1.68079, -1.52612, -1.80825], [-0.83659, 0.55698, 1.90739], [-1.48452, 1.27835, 0.95406], [-1.37530, 0.93743, -0.38401], [-2.16241, 1.72362, -1.21000], [-2.20039, 1.50380, -2.54295], [-2.95644, 2.77318, -0.77555], [-3.68399, 3.50083, -1.63635], [-2.99746, 3.07974, 0.57088], [-3.75253, 4.09415, 1.01812], [-2.25366, 2.31752, 1.44956], [-2.29897, 2.58812, 2.76559], [4.31715, 0.13261, 0.27040], [3.61597, 1.31914, -0.39374], [1.79644, 1.29413, -0.06461], [1.14471, 2.80783, -0.91828], [2.14468, 3.86406, -1.37728], [1.84763, 1.85561, 1.70702], [2.35422, 3.26452, 2.00404], [5.33239, 0.01495, -0.11424], [3.77920, -0.79776, 0.08575], [4.39081, 0.26441, 1.35193], [3.75294, 1.27989, -1.47289], [4.04940, 2.25929, -0.04522], [0.40668, 3.24121, -0.23574], [0.57788, 2.44803, -1.77760], [2.73812, 4.26237, -0.55389], [1.61984, 4.70023, -1.84524], [2.82845, 3.45138, -2.11995], [2.46928, 1.11775, 2.22394], [0.85264, 1.73300, 2.12196], [3.35709, 3.43875, 1.61055], [2.39356, 3.43533, 3.08250], [1.69354, 4.02157, 1.57891], [2.06601, 0.67802, -3.75520], [0.27035, -0.24611, -2.90296], [0.25904, -1.17862, -3.47078], [-0.49537, 0.39376, -3.33237]], "atomic_forces_ev_per_a": [[0.16, 0.47, -0.34], [-0.02, -0.03, 0.03], [0.00, 0.00, 0.01], [0.00, 0.00, -0.01], [-0.01, 0.00, 0.00], [0.00, -0.01, 0.00], [0.00, -0.01, -0.01], [0.04, -0.02, 0.02], [0.06, -0.01, 0.03], [0.06, 0.02, -0.08], [0.03, 0.00, 0.06], [0.02, -0.01, 0.01], [0.01, -0.02, 0.03], [-0.04, 0.00, -0.04], [0.02, -0.10, -0.06], [-0.27, -0.01, -0.06], [0.00, 0.00, 0.00], [0.00, 0.00, 0.00], [-0.01, 0.00, 0.01], [0.03, 0.01, 0.03], [0.01, 0.00, 0.01], [0.00, 0.00, 0.00], [0.01, 0.00, 0.00], [0.00, -0.01, 0.00], [0.58, -0.72, -0.39], [-0.97, 0.67, 0.19], [0.05, 0.04, -0.03], [0.00, -0.03, 0.05], [0.46, 0.12, 0.35], [0.20, -0.06, 0.11], [-0.08, -0.03, 0.03], [-0.04, 0.06, -0.05], [-0.27, -0.19, 0.05], [0.08, 0.04, 0.08], [-0.05, -0.01, -0.05], [0.05, -0.01, 0.01], [-0.02, 0.02, -0.02], [0.00, 0.00, 0.00], [-0.02, 0.02, 0.01], [0.02, 0.00, -0.01], [-0.01, 0.01, 0.01], [-0.01, 0.02, 0.06], [-0.01, -0.09, -0.02], [-0.27, -0.11, 0.16], [0.06, 0.02, -0.01], [0.01, 0.00, 0.01], [0.09, -0.03, -0.01], [0.04, 0.00, -0.01], [0.01, 0.01, 0.01], [0.03, 0.03, 0.00], [-0.01, 0.00, 0.00], [-0.02, -0.04, 0.01], [0.00, 0.02, -0.04], [0.00, 0.00, 0.00], [0.01, -0.01, -0.01], [0.00, 0.00, 0.00], [0.00, 0.00, 0.00], [0.00, 0.00, 0.00], [-0.02, -0.01, 0.00], [-0.01, 0.04, 0.01], [0.01, 0.00, 0.01], [-0.01, 0.00, 0.00], [0.00, 0.00, 0.00], [0.02, 0.06, -0.07], [-0.04, -0.06, 0.05], [0.03, -0.01, -0.02], [0.03, 0.00, -0.06]], "lowdin_charge": [0.405, 1.104, -0.460, -0.100, -0.097, -0.072, -0.023, -0.272, 0.028, -0.502, -0.250, -0.071, -0.109, -0.108, -0.138, -0.135, 0.102, 0.097, 0.103, 0.067, 0.088, 0.091, 0.098, 0.015, 0.356, -1.454, 0.585, 0.601, -0.311, 0.094, 0.032, -0.276, -0.086, -0.259, 0.042, -0.156, 0.098, -0.147, 0.100, -0.154, 0.096, -0.149, -0.430, 1.001, -0.424, -0.163, -0.386, -0.151, 0.069, 0.039, 0.059, -0.006, 0.060, 0.069, 0.024, 0.049, 0.070, 0.038, 0.069, 0.047, 0.053, 0.066, 0.062, 0.705, -0.684, -0.045, -0.063], "relative_energy_kj_mol": 8.6, "total_charge": -1, "spin_multiplicity": 2}

{"formula": "C28H25Cl6F3N4OSTi", "method": "wB97M-V/def2-TZVPD", "elements": ["Ti", "F", "C", "F", "F", "C", "C", "C", "C", "N", "C", "S", "H", "H", "H", "Cl", "C", "C", "C", "Cl", "C", "Cl", "C", "Cl", "C", "Cl", "C", "C", "C", "C", "C", "O", "C", "C", "C", "C", "C", "C", "Cl", "C", "C", "C", "N", "C", "N", "C", "N", "H", "H", "H", "H", "H", "H", "H", "H", "H", "H", "H", "H", "H", "H", "H", "H", "H", "H", "H", "H", "H", "H"], "positions_angstrom": [[-0.38685, 0.32499, -0.80301], [-5.96524, -1.50688, 1.00293], [-5.05432, -0.71915, 0.44778], [-5.27794, -0.66547, -0.87105], [-5.19158, 0.51516, 0.94046], [-3.65373, -1.23723, 0.71638], [-3.42489, -2.34902, 1.50735], [-2.12322, -2.79413, 1.74633], [-1.07476, -2.11531, 1.18274], [-1.29727, -1.02922, 0.41169], [-2.55243, -0.58520, 0.17902], [-2.56696, 0.88825, -0.80913], [-4.26750, -2.87049, 1.94327], [-1.93763, -3.65796, 2.36758], [-0.04415, -2.40412, 1.33201], [-0.17885, 2.71772, -2.04490], [1.00154, 2.68836, -0.74459], [0.96655, 1.52802, 0.00426], [1.92203, 1.34603, 0.99457], [1.92864, -0.16173, 1.83449], [2.85253, 2.33949, 1.26603], [4.01044, 2.12210, 2.49385], [2.83755, 3.52322, 0.49745], [3.96980, 4.73990, 0.81095], [1.91576, 3.69960, -0.54958], [1.92665, 5.07887, -1.54515], [4.70844, -0.46813, -4.97631], [4.03048, -0.79933, -6.30508], [4.99738, -0.37337, -7.42388], [3.84756, -2.31831, -6.41270], [2.66192, -0.06470, -6.50454], [2.24132, -0.26661, -7.86210], [2.68505, 1.47702, -6.29161], [2.29964, 2.19775, -4.97965], [3.33495, 2.28864, -3.88846], [3.31278, 1.46100, -2.77473], [4.30232, 1.51041, -1.80481], [5.32377, 2.43724, -1.93156], [6.55568, 2.51468, -0.72028], [5.36047, 3.29806, -3.02014], [4.37179, 3.21481, -3.98746], [1.41667, -0.75936, -5.88274], [1.22527, -0.85650, -4.42501], [0.30443, -0.24126, -3.71906], [0.38879, -0.63697, -2.43577], [1.42943, -1.54800, -2.45444], [1.93458, -1.70194, -3.63794], [5.62162, -1.05970, -4.89510], [4.09105, -0.71389, -4.11518], [4.99473, 0.58228, -4.91267], [5.98349, -0.78260, -7.20480], [5.11595, 0.70871, -7.50390], [4.71202, -0.77436, -8.39797], [4.82704, -2.79337, -6.47207], [3.29490, -2.58997, -7.31317], [3.34315, -2.73616, -5.54053], [2.92296, 0.06251, -8.45855], [1.97883, 1.84201, -7.04001], [3.66380, 1.84989, -6.59987], [1.36779, 1.79858, -4.57643], [2.05621, 3.21903, -5.28265], [2.52840, 0.72226, -2.67709], [4.30279, 0.82465, -0.96636], [6.16129, 4.01942, -3.10826], [4.41249, 3.88456, -4.83897], [1.37209, -1.77439, -6.26762], [0.54307, -0.22353, -6.25263], [-0.40677, 0.46039, -4.12256], [1.78490, -2.08175, -1.58707]], "atomic_forces_ev_per_a": [[0.03, -0.27, 0.09], [0.00, 0.00, 0.00], [0.00, -0.01, -0.01], [0.00, 0.00, 0.00], [0.00, 0.01, 0.00], [0.00, 0.02, 0.01], [-0.01, 0.00, -0.01], [0.01, 0.00, 0.01], [0.01, 0.00, 0.00], [0.08, 0.02, -0.12], [0.02, 0.05, 0.01], [-0.13, 0.04, 0.02], [0.00, 0.00, 0.00], [0.00, 0.00, 0.00], [0.00, 0.00, 0.00], [0.03, 0.02, -0.03], [0.04, 0.01, 0.02], [-0.04, 0.06, -0.07], [-0.02, -0.03, 0.01], [0.00, 0.00, 0.00], [0.00, 0.02, 0.00], [0.01, 0.00, -0.01], [0.01, -0.03, -0.01], [0.00, 0.01, 0.00], [0.00, 0.02, 0.01], [0.00, 0.00, 0.00], [0.01, 0.01, -0.01], [-0.01, -0.02, 0.00], [0.01, -0.01, -0.01], [0.00, 0.01, 0.00], [-0.01, 0.00, 0.01], [0.00, 0.00, 0.01], [0.00, 0.04, 0.01], [-0.02, -0.03, -0.05], [0.02, 0.02, 0.01], [-0.01, -0.01, 0.00], [-0.01, 0.01, 0.00], [-0.01, -0.01, 0.01], [0.00, 0.00, 0.00], [0.01, 0.00, 0.00], [0.00, -0.01, -0.01], [0.01, 0.00, -0.02], [0.04, 0.05, 0.02], [-0.05, -0.04, -0.01], [0.04, 0.11, 0.07], [-0.03, -0.02, 0.00], [-0.03, -0.02, -0.01], [0.00, 0.00, 0.00], [0.00, 0.00, 0.00], [0.00, -0.01, 0.00], [0.00, 0.01, 0.00], [0.00, -0.01, 0.00], [0.00, 0.00, 0.00], [0.00, 0.00, 0.00], [0.00, 0.00, 0.00], [0.00, 0.00, -0.01], [-0.01, 0.00, 0.01], [0.01, 0.01, 0.00], [0.00, -0.01, 0.00], [0.02, 0.01, 0.01], [-0.01, 0.00, 0.01], [-0.01, 0.00, 0.02], [0.00, 0.01, 0.01], [0.00, 0.00, 0.00], [0.00, 0.00, 0.00], [0.00, 0.00, 0.01], [0.00, 0.00, -0.01], [0.00, -0.02, -0.01], [0.00, 0.01, 0.00]], "lowdin_charge": [0.856, 0.188, -0.613, 0.158, 0.168, -0.070, 0.088, 0.022, -0.065, -0.089, -0.561, 0.817, 0.150, 0.137, 0.115, 0.782, -0.647, -0.327, -0.681, 0.759, -0.696, 0.781, -0.668, 0.811, -0.698, 0.798, -0.027, -0.507, -0.033, -0.041, -0.402, -0.017, -0.072, -0.126, -0.245, -0.081, -0.106, -0.664, 0.711, -0.071, -0.025, -0.002, -0.031, -0.120, -0.047, -0.139, 0.179, 0.102, 0.056, 0.084, 0.101, 0.089, 0.095, 0.098, 0.096, 0.068, 0.103, 0.130, 0.117, 0.066, 0.128, 0.074, 0.112, 0.120, 0.131, 0.141, 0.149, 0.151, 0.141], "relative_energy_kj_mol": 56.8, "total_charge": 2}

no.,E (eV)
1,-309062.3073
2,-143120.2425
3,-154673.7666